1.
ORCA calculation (ωB97M-V/def2-TZVPD) on an isolated molecule of C13H14F3N3O4S2 in a non-equilibrium geometry.

Geometry (Å):
O  -2.5890  -1.5250  2.9495
O  1.4883  -1.2413  1.1713
O  -2.2348  -1.0970  -2.3799
O  -1.8590  0.3155  -0.4716
F  1.4311  -1.1122  -5.9261
F  3.5715  -0.5566  -5.4200
F  2.1148  0.9064  -6.2535
S  0.9477  1.7866  3.0998
C  -2.4006  -0.3057  2.9052
C  0.4210  -1.4316  1.7368
C  2.2274  1.4099  -2.0015
C  2.6208  0.9871  -3.2868
C  1.0400  0.9512  -1.4445
C  0.5578  -0.2584  -3.4964
C  1.8018  0.1424  -4.0524
C  0.2183  0.0614  -2.1840
N  -0.6139  -1.9755  0.9807
N  -1.0844  0.1285  2.9682
N  -0.6001  -1.9795  -0.4630
C  -3.5594  0.6630  2.7549
C  2.2461  -0.1746  -5.4389
C  -0.8092  1.5570  2.7058
C  1.1977  0.0395  3.6776
C  0.0506  -0.8065  3.0754
S  -1.2567  -0.6537  -1.3945
H  2.8666  2.0192  -1.3796
H  3.5475  1.3298  -3.6931
H  0.8073  1.2216  -0.4087
H  -0.0890  -0.9297  -4.0568
H  -1.5006  -2.0388  1.4787
H  0.3209  -2.2022  -0.8057
H  -4.5633  0.1696  2.8821
H  -3.5675  1.0261  1.7270
H  -3.4874  1.4736  3.4617
H  -1.0194  1.7528  1.6551
H  -1.3812  2.2556  3.3222
H  1.1140  0.0358  4.8006
H  2.2082  -0.3678  3.3942
H  -0.1839  -1.5767  3.8103

The calculation puts the energy above the lowest of the compared OMol25 structures with the same formula, charge and spin at 1.73 kcal/mol. For the gap between HOMO and LUMO, the calculation gives 9.1 eV. The total charge is 0. For the LUMO energy, the calculation gives -0.16 eV. As for the SMILES: CC(=O)N1CSC[C@@H]1C(=O)NNS(=O)(=O)c1cccc(C(F)(F)F)c1. For the total energy, the calculation gives -56190.4763 eV.

Mulliken population analysis, charges in e, atoms 1 to 4:
1. O -0.74
2. O -0.61
3. O -0.67
4. O -0.61

=====

2.
ORCA calculation (ωB97M-V/def2-TZVPD) on a structure of composition C33H13F15GeN5O5PbS2 in a non-equilibrium geometry.

Geometry (Å):
Pb  -0.9568  -1.7509  -0.4309
C  -5.5325  -1.2475  0.8440
C  -4.1543  -1.8009  1.0767
N  -3.6150  -2.7073  0.3556
N  -4.2294  -3.2205  -0.7200
C  -3.5079  -3.9506  -1.6094
N  -4.1049  -4.1760  -2.8082
S  -2.0387  -4.6270  -1.2348
C  -3.2704  -1.2187  2.0982
C  -3.3448  0.1321  2.4495
C  -2.3838  0.6488  3.3014
C  -1.3994  -0.1862  3.8022
C  -1.4232  -1.5176  3.4136
N  -2.3199  -2.0170  2.5877
H  -6.2510  -2.0619  0.7390
H  -5.5250  -0.6643  -0.0795
H  -5.8520  -0.6150  1.6663
H  -5.0461  -2.7403  -1.1031
H  -4.5853  -3.3797  -3.2304
H  -3.5112  -4.6772  -3.4546
H  -4.0904  0.7830  2.0214
H  -2.4004  1.6967  3.5612
H  -0.6248  0.1819  4.4565
H  -0.6836  -2.2164  3.7793
O  -0.3069  -0.6556  -6.7989
C  -0.4191  -0.8759  -5.4723
C  0.6937  -0.9818  -4.6418
C  0.5086  -1.2118  -3.2904
N  -0.7051  -1.3143  -2.7689
C  -1.7800  -1.1860  -3.5399
C  -1.6889  -0.9890  -4.9044
C  -3.1169  -1.2154  -2.8002
O  -4.1450  -1.4639  -3.4369
O  -3.0500  -1.0108  -1.5610
C  1.6948  -1.2543  -2.3164
O  2.8237  -1.1390  -2.7675
O  1.3855  -1.3761  -1.0909
H  0.6286  -0.5842  -7.0335
H  1.7042  -0.8925  -5.0150
H  -2.5835  -0.8980  -5.4995
F  1.1358  1.8981  -2.2957
C  1.9209  2.7849  -1.6818
C  2.1886  2.6201  -0.3353
C  3.0291  3.5436  0.2566
F  3.3734  3.3879  1.5490
C  3.5574  4.6237  -0.4378
F  4.3416  5.5189  0.1810
C  3.2685  4.7705  -1.7900
F  3.7725  5.8047  -2.4763
C  2.4513  3.8381  -2.4187
F  2.1823  3.9691  -3.7246
Ge  1.3862  1.0714  0.6923
S  -0.7195  0.7736  0.3165
C  1.3778  1.9174  2.5475
C  0.5869  3.0456  2.6807
F  0.0254  3.5632  1.5781
C  0.3812  3.6811  3.8969
F  -0.4139  4.7569  3.9881
C  1.0030  3.1837  5.0370
F  0.8089  3.7673  6.2275
C  1.8324  2.0753  4.9313
F  2.4487  1.5977  6.0226
C  2.0004  1.4618  3.6935
F  2.8220  0.4039  3.6291
C  2.8789  -0.2542  0.7550
C  4.0683  -0.1334  0.0667
F  4.3177  0.9715  -0.6499
C  5.0516  -1.1126  0.1347
F  6.2141  -0.9644  -0.5127
C  4.8362  -2.2419  0.9128
F  5.7889  -3.1787  1.0106
C  3.6406  -2.3889  1.6097
F  3.4480  -3.4650  2.3857
C  2.6804  -1.3983  1.5023
F  1.5228  -1.5094  2.1732

The calculation puts the energy above the lowest of the compared OMol25 structures with the same formula, charge and spin at 12.97 kcal/mol. For the gap between HOMO and LUMO, the calculation gives 7.7 eV. The total charge is -1. For the LUMO energy, the calculation gives 2.22 eV. For the total energy, the calculation gives -176320.1114 eV.

Mulliken population analysis, charges in e, atoms 1 to 4:
1. Pb 1.20
2. C -1.86
3. C 0.83
4. N -0.16

=====

3.
ORCA calculation (ωB97M-V/def2-TZVPD) on an isolated molecule of C5H7P in a non-equilibrium geometry.

Geometry (Å):
C  -0.1011  1.6610  0.1620
C  0.0732  2.9011  -0.1238
C  -0.9819  0.7163  0.9827
C  -0.6956  -0.4580  -0.0044
C  0.5296  0.4508  -0.5509
P  2.0306  -0.1604  0.3154
H  -0.5476  0.5091  1.9728
H  -2.1054  1.0490  0.9298
H  -0.3477  -1.3378  0.3949
H  -1.5522  -0.6544  -0.8598
H  0.5739  0.5230  -1.6174
H  3.0563  0.3551  -0.5596
H  2.1953  -1.3007  -0.3771

The calculation puts the energy above the lowest of the compared OMol25 structures with the same formula, charge and spin at 101.90 kcal/mol. For the gap between HOMO and LUMO, the calculation gives 9.2 eV. The total charge is 0. For the LUMO energy, the calculation gives -0.47 eV. For the total energy, the calculation gives -14581.2791 eV.

Mulliken population analysis, charges in e, atoms 1 to 4:
1. C 0.04
2. C -0.32
3. C -0.34
4. C -0.79

=====

Question: The lowest total charge belongs to which entry?
Answer: C33H13F15GeN5O5PbS2